# 1
{"formula": "C3H7FN2O", "method": "ωB97M-V/def2-TZVPD", "elements": ["C", "C", "C", "N", "N", "O", "F", "H", "H", "H", "H", "H", "H", "H"], "coordinates": [[2.140, 0.594, -0.104], [1.382, -0.630, -0.300], [-0.246, -0.859, 0.316], [-2.297, 0.412, 0.410], [-1.013, 0.209, -0.265], [2.373, -0.520, 0.624], [-0.576, -2.102, -0.125], [2.913, 0.703, -0.937], [1.803, 1.475, 0.332], [1.334, -1.205, -1.166], [-0.118, -0.865, 1.393], [-2.877, -0.433, 0.481], [-2.700, 1.316, 0.030], [-1.174, 0.024, -1.208]], "nbo_charge": [-0.100, 0.048, 0.308, -0.715, -0.484, -0.464, -0.367, 0.159, 0.188, 0.175, 0.178, 0.356, 0.374, 0.344], "lumo_ev": 1.1, "de_lowest_kcal_mol": 72.8, "smiles": "NN[C@@H](F)[C@H]1CO1"}

# 2
{"formula": "C3H7FO", "method": "ωB97M-V/def2-TZVPD", "elements": ["C", "C", "C", "O", "F", "H", "H", "H", "H", "H", "H", "H"], "coordinates": [[0.799, -1.041, 0.036], [-0.666, 0.999, -0.385], [0.537, 0.321, 0.332], [-1.859, 0.553, 0.289], [1.725, 1.052, 0.074], [0.507, -1.314, -1.014], [0.108, -1.704, 0.530], [1.708, -1.540, 0.239], [-0.645, 2.057, -0.267], [-0.676, 0.624, -1.494], [0.353, 0.366, 1.433], [-1.892, -0.373, 0.227]], "nbo_charge": [-0.661, -0.079, 0.170, -0.710, -0.378, 0.202, 0.217, 0.249, 0.204, 0.161, 0.167, 0.459], "lumo_ev": 0.9, "de_lowest_kcal_mol": 12.4, "smiles": "C[C@@H](F)CO"}

# 3
{"formula": "C3H7FS2", "method": "ωB97M-V/def2-TZVPD", "elements": ["C", "C", "C", "H", "H", "H", "H", "H", "H", "H", "F", "S", "S"], "coordinates": [[-0.423, -1.287, -0.051], [0.373, -0.123, -0.342], [0.025, 1.082, 0.640], [-2.208, 0.593, -0.851], [-0.386, -1.987, -0.770], [-0.138, -1.657, 0.977], [0.333, 0.094, -1.461], [2.632, 0.602, -0.498], [-0.419, 0.692, 1.562], [0.951, 1.644, 0.987], [-0.716, 1.836, -0.308], [-2.188, -0.841, 0.086], [2.164, -0.649, 0.029]], "nbo_charge": [-0.541, -0.308, 0.025, 0.190, 0.221, 0.223, 0.244, 0.140, 0.198, 0.185, -0.373, -0.109, -0.095], "lumo_ev": 0.6, "de_lowest_kcal_mol": 57.0}

# 4
{"formula": "C3H7I2NS", "method": "ωB97M-V/def2-TZVPD", "elements": ["C", "C", "C", "N", "S", "I", "I", "H", "H", "H", "H", "H", "H", "H"], "coordinates": [[0.977, 0.566, 2.056], [-1.527, -1.351, 0.178], [1.628, 0.598, 0.977], [-0.349, -1.606, -0.767], [-1.062, -1.242, -2.367], [2.817, -1.174, 0.303], [1.373, 1.816, -0.773], [1.153, -0.175, 2.779], [-0.151, -2.607, -0.718], [0.383, 1.492, 2.353], [-1.807, -0.284, 0.040], [-2.366, -1.850, 0.082], [-1.169, -1.593, 1.224], [-0.534, 0.018, -2.518]], "nbo_charge": [-0.501, -0.415, -0.252, -0.728, 0.087, 0.111, 0.184, 0.234, 0.368, 0.234, 0.201, 0.176, 0.185, 0.119], "lumo_ev": -0.4, "de_lowest_kcal_mol": 42.7}

# 5
{"formula": "C3H7IN3O", "method": "ωB97M-V/def2-TZVPD", "elements": ["C", "C", "C", "N", "N", "N", "O", "I", "H", "H", "H", "H", "H", "H", "H"], "coordinates": [[-1.684, -0.044, 0.227], [-0.175, 0.148, 0.606], [0.342, -0.895, -0.397], [-1.768, -0.920, -0.713], [-0.587, -1.460, -1.067], [0.312, 0.037, 1.950], [1.607, -0.907, -0.576], [-0.113, 1.948, -2.730], [-2.579, 0.483, 0.624], [1.275, 2.214, -3.446], [0.150, 1.124, 0.226], [1.337, -0.178, 1.655], [-0.048, -0.917, 2.437], [0.097, 0.791, 2.559], [1.834, -1.424, -1.355]], "nbo_charge": [-0.001, -0.249, 0.537, -0.159, -0.302, -0.679, -0.635, -0.109, 0.244, 0.121, 0.285, 0.484, 0.469, 0.461, 0.534], "charge": 1, "lumo_ev": -4.7, "de_lowest_kcal_mol": 35.2}

# 6
{"formula": "C3H7INO", "method": "ωB97M-V/def2-TZVPD", "elements": ["I", "C", "C", "O", "N", "C", "H", "H", "H", "H", "H", "H", "H"], "coordinates": [[-1.668, -1.966, 3.881], [1.685, 1.244, -0.612], [0.732, 0.326, 0.133], [0.983, -0.063, 1.247], [-0.393, 0.006, -0.563], [-1.444, -0.897, -0.135], [1.733, 2.208, -0.110], [1.374, 1.407, -1.649], [2.674, 0.794, -0.607], [-0.472, 0.388, -1.486], [-2.356, -0.600, -0.650], [-1.657, -0.914, 0.938], [-1.192, -1.932, -0.387]], "nbo_charge": [-0.990, -0.701, 0.660, -0.586, -0.618, -0.434, 0.228, 0.187, 0.229, 0.373, 0.182, 0.280, 0.189], "charge": -1, "lumo_ev": 3.1, "de_lowest_kcal_mol": 20.5}

# 7
{"formula": "C3H7INO", "method": "ωB97M-V/def2-TZVPD", "elements": ["C", "C", "C", "N", "O", "I", "H", "H", "H", "H", "H", "H", "H"], "coordinates": [[-0.449, -0.859, 1.466], [-0.005, 0.468, 1.370], [-0.346, 0.840, -0.816], [0.774, -0.112, -1.368], [0.970, -0.439, 1.166], [-2.260, 0.610, -1.791], [-0.514, -1.393, 2.440], [-1.137, -1.281, 0.707], [0.081, 1.367, 1.968], [0.129, 1.816, -0.928], [0.290, -0.936, -1.756], [1.324, 0.303, -2.110], [1.143, -0.385, -0.348]], "nbo_charge": [-0.136, 0.206, -0.349, -0.782, -0.466, 0.253, 0.244, 0.225, 0.252, 0.205, 0.432, 0.450, 0.467], "charge": 1, "lumo_ev": -4.4, "de_lowest_kcal_mol": 89.6}

# 8
{"formula": "C3H7INO", "method": "ωB97M-V/def2-TZVPD", "elements": ["C", "C", "C", "N", "O", "I", "H", "H", "H", "H", "H", "H", "H"], "coordinates": [[1.436, -0.910, -0.859], [-0.730, 0.845, 0.192], [1.483, -1.708, 0.217], [-1.259, -0.218, 0.786], [1.076, 0.450, -0.516], [1.870, -3.697, -0.027], [1.522, -1.246, -1.851], [-1.119, 1.223, -0.770], [-0.257, 1.529, 0.870], [0.912, 0.948, -1.320], [1.241, -1.137, 1.051], [-1.457, -1.123, 0.377], [-1.079, -0.197, 1.746]], "nbo_charge": [0.060, 0.139, -0.431, -0.684, -0.632, 0.286, 0.224, 0.226, 0.234, 0.512, 0.210, 0.445, 0.412], "charge": 1, "lumo_ev": -4.3, "de_lowest_kcal_mol": 47.6}

# 9
{"formula": "C3H7INP", "method": "ωB97M-V/def2-TZVPD", "elements": ["C", "C", "C", "N", "P", "I", "H", "H", "H", "H", "H", "H", "H"], "coordinates": [[0.994, -0.720, 1.552], [-0.680, 2.463, -1.142], [1.673, -0.679, 0.441], [-2.182, 0.808, 0.955], [-0.944, 1.425, 0.125], [3.737, -0.295, 0.274], [1.417, -0.403, 2.431], [-0.006, -1.012, 1.584], [0.475, 2.541, -1.217], [-1.023, 2.589, -2.161], [1.144, -0.960, -0.445], [-2.683, 0.319, 0.262], [0.108, 1.617, 0.987]], "nbo_charge": [-0.403, -1.003, -0.354, -1.161, 1.354, 0.133, 0.198, 0.225, 0.246, 0.251, 0.205, 0.353, -0.044], "lumo_ev": 0.0, "de_lowest_kcal_mol": 75.7}

# 10
{"formula": "C3H7IO", "method": "ωB97M-V/def2-TZVPD", "elements": ["C", "C", "C", "O", "I", "H", "H", "H", "H", "H", "H", "H"], "coordinates": [[1.546, 0.345, -0.974], [-1.652, 0.243, 1.104], [0.412, -0.278, -0.162], [-0.342, 0.590, 0.559], [1.069, -2.098, 0.918], [1.905, -0.187, -1.895], [1.384, 1.330, -1.489], [2.407, 0.527, -0.403], [-2.000, 1.244, 1.478], [-1.637, -0.719, 1.765], [-2.231, -0.089, 0.282], [-0.861, -0.907, -1.182]], "nbo_charge": [-0.722, -0.262, 0.140, -0.569, 0.043, 0.248, 0.240, 0.227, 0.219, 0.207, 0.191, 0.038], "lumo_ev": 0.2, "de_lowest_kcal_mol": 71.8}

# 11
{"formula": "C3H7IOS2", "method": "ωB97M-V/def2-TZVPD", "elements": ["C", "C", "C", "O", "S", "S", "I", "H", "H", "H", "H", "H", "H", "H"], "coordinates": [[-1.232, -0.484, 0.724], [-0.281, 0.883, -1.243], [-0.077, 0.376, 0.109], [1.351, -0.680, 2.013], [1.173, -2.413, -0.266], [1.337, -0.707, 0.568], [3.209, 0.610, -0.376], [-1.310, -0.300, 1.826], [-2.246, -0.181, 0.339], [-1.036, -1.588, 0.584], [-0.290, 0.051, -1.993], [0.571, 1.570, -1.586], [-1.179, 1.564, -1.527], [0.009, 1.298, 0.829]], "nbo_charge": [-0.635, -0.661, -0.434, -0.941, -0.048, 1.181, -0.108, 0.240, 0.228, 0.206, 0.224, 0.241, 0.248, 0.258], "lumo_ev": [0.6, -3.9], "de_lowest_kcal_mol": 14.5, "spin_multiplicity": 3}

# 12
{"formula": "C3H7InO3", "method": "ωB97M-V/def2-TZVPD", "elements": ["O", "C", "C", "O", "C", "In", "H", "H", "H", "H", "H", "H", "O", "H"], "coordinates": [[1.798, -0.415, -1.073], [1.421, 0.743, -0.406], [0.685, 0.427, 0.892], [-0.391, -0.523, 0.688], [-1.525, -0.139, -0.190], [0.383, -1.574, -1.264], [0.785, 1.395, -1.040], [2.296, 1.358, -0.123], [0.262, 1.327, 1.358], [1.352, -0.075, 1.603], [-2.374, -0.066, 0.503], [-1.452, 0.893, -0.548], [-1.548, -1.440, -0.725], [-1.692, -1.911, 0.325]], "mulliken_charge": [-0.330, -0.230, -0.475, -0.502, -0.017, 1.280, 0.339, 0.380, 0.401, 0.343, 0.324, 0.384, -0.495, 0.598], "charge": 2, "lumo_ev": -12.9}